Below is a structure of composition C37H29Co2O7P, with properties calculated with ωB97M-V/def2-TZVPD.

Geometry as XYZ:
```
76
C37H29Co2O7P (ωB97M-V/def2-TZVPD)
H 0.5190 1.5665 -5.9522
O 1.0303 -1.3023 1.7137
H 1.2406 -0.8581 4.8019
H -0.9813 0.0326 -7.2299
H 4.6995 -2.6398 -4.6148
C -0.2546 -2.7537 -1.4228
H -1.7870 4.3126 0.6669
C -1.5285 -5.0785 -0.5171
O 3.1683 1.5859 -1.5458
C 1.2749 0.9422 3.5843
H 2.8559 -0.2117 4.2976
H 2.4000 -1.7624 -4.3630
C -1.0452 1.1446 4.5962
O -3.1325 0.0467 1.6442
C -0.7454 -1.7264 -4.3324
H -2.5317 0.0438 5.7265
H -1.4182 -1.7296 0.0775
P 0.6794 -1.2778 -1.9373
C -0.1317 2.5468 1.9667
O -2.8266 -0.5665 -2.3342
C 0.1664 0.6336 -5.5137
Co 0.6889 0.4025 -0.6151
H 0.9963 2.5333 2.1304
C -1.4442 4.9448 4.5246
C -2.4607 0.5646 0.8441
C -0.5410 4.1306 3.8661
C -0.6746 -0.2224 -6.2213
C -1.1273 -1.4103 -5.6359
C -1.1879 -2.6960 -0.3747
H -0.5802 0.3622 2.6427
C -2.6051 5.3334 2.4070
C 0.0041 -3.9876 -2.0358
C -0.1823 1.1239 3.3654
H 5.9855 -3.3619 -2.6005
C 2.1932 1.0805 -1.1642
H -1.7743 -2.0908 -6.1875
O 2.1140 1.4945 2.8073
C -2.1692 0.1346 -1.6796
O -1.0568 2.0990 5.4226
H -1.1255 -2.6353 -3.8645
H -2.0200 -5.9783 -0.1571
C -0.7984 3.7612 2.5282
C -1.7874 -3.8604 0.0955
H -3.3346 5.8543 1.8289
H -1.3000 5.1488 5.6033
H 0.3063 3.7119 4.3935
C -0.6403 -5.1454 -1.6010
H -2.6407 -0.1995 3.9909
C 0.1112 -0.8808 -3.6240
H -0.4446 -6.1006 -2.0895
C -2.4785 5.5191 3.8056
C 4.3938 -2.8966 -1.2246
H -3.1316 6.2135 4.3137
H 2.6289 -2.3750 -0.0985
H 1.2292 0.9651 -3.6563
C -0.4509 2.1411 0.6280
C -1.9300 -0.0646 4.8152
H 4.9458 -3.2096 -0.3390
H 0.7195 -4.0481 -2.8600
H -1.3170 -0.9814 4.8588
O -3.5488 3.3825 -1.3601
C 2.9525 -2.0716 -3.4781
C -1.7069 4.4753 1.7546
C 0.0246 2.1549 -0.6817
C -2.7497 2.6187 -1.0269
Co -1.5771 1.3863 -0.4945
H 1.9942 0.6190 5.5850
C 2.3773 -1.9708 -2.2027
C 0.5680 0.3060 -4.2188
C 3.0926 -2.4119 -1.0814
C 0.8392 -0.5492 0.8390
C 1.8421 0.0500 4.6477
C 4.2516 -2.5673 -3.6226
H 0.3779 3.0218 -1.2691
C 4.9714 -2.9740 -2.4944
H -2.4738 -3.7924 0.9489
```

Results
ΔE to the lowest compared entry with this formula, charge and spin = 58.3 kcal per mole
charge = -2
LUMO = 4.38 eV
gap between HOMO and LUMO = 0.1042 Eh
molecular weight = 734.47 g mol⁻¹

Below is a structure of composition C15H16BrNO9P2RuSe, with properties calculated with ωB97M-V/def2-TZVPD.

Geometry as XYZ:
```
46
C15H16BrNO9P2RuSe (ωB97M-V/def2-TZVPD)
C -4.6153 -0.1612 -0.0020
N 4.8414 1.1693 1.8931
H 6.3820 2.1975 0.9597
C 1.5124 0.2294 0.4869
C -2.4484 -2.8533 1.7373
Ru -0.1055 -1.7611 0.4260
H 2.8531 1.6364 -1.4072
H -8.1760 -1.6305 1.1562
P 0.2111 -3.7945 -1.6420
C -4.5094 1.1389 -0.7799
C -5.8657 -0.6622 0.3028
O -0.0577 -4.6921 -2.7563
C -3.4906 -0.8961 0.4319
H -2.7654 -3.5525 2.5094
H 3.5876 -4.8908 0.9648
C 5.3704 1.8179 0.8463
H -6.7439 -0.1133 -0.0308
H 1.5773 -2.4884 -2.7537
O 2.5478 -2.3977 0.2380
C 2.8534 0.8526 0.5862
H -7.6316 -3.2321 0.6456
H -1.7145 -2.2018 2.1944
C -7.4075 -2.3897 1.3080
O 0.8660 -2.4136 -2.0918
O 1.2880 -4.4265 -0.5893
Se -1.8660 -0.2213 -0.1352
H -3.9104 1.8816 -0.2453
H 3.1712 0.1534 2.5836
C 3.5965 0.6944 1.7432
C -3.6232 -2.0743 1.1981
O -0.9267 -3.2151 -0.7260
H -1.9758 -3.4462 0.9587
P 1.8568 -3.6161 0.7010
O 0.9546 -0.3550 1.5113
O 0.6379 -3.3133 1.6037
Br 5.5297 2.9184 -1.7638
C 4.6870 2.0087 -0.3444
C 3.4115 1.5204 -0.4893
H -5.5003 1.5610 -0.9466
H -5.0193 -3.4420 2.0383
O 0.8948 0.2161 -0.6098
C -6.0307 -1.8465 1.0173
O 2.7500 -4.6925 1.4340
H -7.4790 -2.7573 2.3361
H -4.0387 0.9893 -1.7550
C -4.8995 -2.5260 1.4615
```

Results
ΔE to the lowest compared entry with this formula, charge and spin = 0.0 kcal per mole
LUMO (alpha / beta) = -0.92 / -3.11 eV
gap between HOMO and LUMO (alpha / beta) = 0.3046 / 0.2352 Eh
molecular weight = 676.17 g mol⁻¹
2S+1 = 5

Below is the molecule C4H6N2S, with properties calculated with ωB97M-V/def2-TZVPD.

Geometry as XYZ:
```
13
C4H6N2S (ωB97M-V/def2-TZVPD)
H -0.1325 1.4358 0.3900
H -2.4739 0.0163 -1.3860
H 1.2953 1.0223 1.3672
S -1.2333 -1.4734 0.1351
N 0.6898 0.0202 -1.7659
C -1.4758 -0.3225 -1.1608
C 0.6164 0.6104 0.6117
H -0.7398 -0.0772 2.0704
C 1.3036 0.2637 -0.6590
H 2.3766 -0.0231 -0.6852
C -0.1503 -0.5372 1.2511
H 0.5586 -1.2555 1.6718
N -0.6350 0.3203 -1.8403
```

Results
SMILES string = C1=NN=CSCC1
ΔE to the lowest compared entry with this formula, charge and spin = 51.8 kcal per mole
LUMO = 0.71 eV
gap between HOMO and LUMO = 0.3615 Eh
molecular weight = 114.17 g mol⁻¹